1.
{"formula": "C33H60FNSb2Si2Tl", "method": "ωB97M-V/def2-TZVPD", "symbols": ["H", "Sb", "H", "F", "H", "C", "H", "H", "H", "H", "H", "C", "C", "N", "H", "H", "Sb", "H", "H", "H", "C", "C", "H", "C", "H", "H", "H", "C", "C", "H", "H", "C", "C", "H", "C", "C", "C", "Tl", "H", "C", "H", "C", "H", "H", "H", "H", "C", "C", "C", "C", "C", "H", "H", "C", "C", "H", "H", "H", "H", "H", "H", "H", "C", "H", "C", "H", "H", "H", "C", "C", "H", "H", "H", "H", "H", "H", "C", "H", "H", "H", "C", "H", "H", "H", "H", "Si", "H", "H", "C", "H", "C", "C", "H", "H", "H", "Si", "H", "C", "C", "H"], "coordinates": [[-4.14278, -2.92819, 3.47206], [0.83473, -0.21844, -3.59064], [0.47344, -4.72822, 2.43212], [0.84657, 1.62899, 1.67536], [3.33710, -1.01254, -4.39891], [-0.01168, 1.13853, -5.15600], [-2.03965, -5.51389, 2.43958], [-4.18452, -4.23125, 2.28173], [-5.43729, -2.99431, 2.27871], [5.83086, 1.90233, 3.12060], [-5.48993, 0.79423, -2.85445], [-1.03654, -4.31760, -0.61840], [-2.68871, 1.62043, -3.78186], [2.58803, -0.41366, 0.88333], [-0.80953, 0.56674, -5.62452], [-3.09134, 4.19405, -3.48078], [-3.12205, 1.36831, -1.62191], [-2.31186, -3.87925, 4.34626], [5.04091, -0.59378, -1.37825], [3.18159, -3.15984, 2.35935], [-1.00128, -2.34808, 3.52726], [4.35786, 0.75298, 2.11006], [-3.65500, 4.04162, -1.29491], [0.49301, -2.02425, 3.58540], [2.85988, 1.64483, -3.44709], [2.15339, -1.84744, -5.40279], [1.89043, 3.56335, 2.93112], [-1.93516, -5.47919, 1.35988], [2.19340, 1.67490, 2.02234], [-1.01578, -3.38011, 5.43428], [1.08175, -3.87983, 1.01258], [5.19721, -1.32152, -0.58658], [2.41819, -0.89419, -4.95992], [-4.63245, -0.73207, -2.53522], [3.03160, 0.60525, 1.64019], [-3.53309, -2.32066, 1.48416], [-4.36868, -3.17364, 2.43759], [0.06937, -0.32239, -0.04566], [4.35144, -3.92337, 1.29831], [-1.03751, -4.32201, 0.91857], [4.83320, -2.58900, 2.32824], [2.60961, 2.78613, 2.71447], [-0.64824, -3.38427, -1.02551], [0.71928, -1.14926, 2.97870], [-1.25241, -0.95634, 5.16628], [-5.51466, 0.07772, -1.24081], [3.93198, 2.89598, 3.11415], [-1.70643, -1.16484, 4.19316], [-0.46854, 2.46347, -4.69992], [-3.93474, -2.66623, 0.05154], [4.79471, 1.85232, 2.80948], [1.52500, 2.13025, -2.38198], [1.45059, -2.50000, -0.82874], [-1.72572, 2.69519, -4.11606], [-4.32127, 3.19446, -1.41933], [1.09552, -2.84366, 3.21224], [2.63099, 0.85821, -1.86742], [4.27423, 3.76359, 3.65868], [-4.97639, -0.70931, 1.35270], [-2.76035, -1.37589, 4.35836], [2.71354, -3.70039, -0.96396], [-3.92147, -0.60185, 2.75497], [2.12784, 1.29518, -2.72466], [2.74761, -2.28551, -1.98877], [-3.95352, -0.86602, 1.70464], [-2.92372, -5.37691, 0.92191], [2.57235, -0.16905, -5.75133], [-3.29854, -0.18276, 1.16347], [-1.26170, 5.08164, -4.10094], [0.37185, 3.55409, -4.93055], [0.71752, -5.60542, 0.93191], [-0.42544, -5.13565, -1.00672], [-3.73101, -3.70583, -0.17766], [5.04178, -0.04955, 1.89344], [5.61092, -2.21763, -1.04212], [-4.95071, 3.10742, -0.53873], [-1.26659, -3.58305, 4.38924], [-3.66339, 1.81893, -4.22595], [-1.61536, -0.26821, 3.58445], [-2.34419, 0.64493, -4.11316], [-4.91056, 0.23368, -2.12715], [1.33673, 3.37080, -5.38805], [-5.00168, -2.50164, -0.11388], [-3.37401, -2.04355, -0.64201], [-4.95361, 3.34352, -2.29104], [-1.51423, -2.46959, 1.59253], [0.80217, -1.81473, 4.61182], [-0.66765, -4.43018, 4.06647], [0.39283, -4.64768, 1.35296], [-2.04098, -4.44589, -1.01075], [4.02724, -2.97008, 1.70648], [-2.10102, 4.01134, -3.86455], [-1.58731, 6.09017, -3.88075], [5.95955, -0.91573, 0.07113], [0.67988, 5.66751, -4.80546], [3.54674, -1.71362, 0.33737], [-1.52033, -6.43209, 1.02086], [-0.00083, 4.84723, -4.62307], [2.51738, -2.63403, -0.98539], [0.79588, 1.25425, -5.87400]], "atomic_forces_ev_per_a": [[-0.03, -0.05, 0.19], [0.52, 0.54, -0.64], [0.10, -0.02, 0.14], [0.60, -0.01, 0.17], [0.19, -0.04, 0.15], [0.24, -0.80, 0.35], [-0.04, -0.11, 0.22], [-0.01, -0.22, 0.09], [-0.12, 0.05, -0.04], [0.04, -0.01, 0.03], [-0.02, 0.08, -0.14], [-0.09, 0.21, 0.11], [-0.17, -0.32, 0.44], [-0.17, -0.47, -0.36], [-0.08, -0.04, -0.08], [-0.14, 0.05, 0.09], [-0.63, 0.24, -0.53], [-0.16, -0.09, 0.07], [-0.10, 0.16, -0.17], [-0.21, -0.03, 0.11], [-0.01, -0.06, -0.20], [-0.14, -0.13, -0.05], [0.00, 0.15, 0.05], [-0.14, 0.00, -0.18], [0.04, 0.00, -0.16], [-0.03, -0.18, -0.07], [-0.09, 0.03, 0.02], [0.02, 0.35, 0.04], [-0.34, 0.18, 0.06], [0.05, 0.03, 0.15], [0.21, 0.10, 0.02], [-0.53, 0.09, 0.44], [-0.47, -0.03, 0.29], [0.00, -0.15, -0.06], [-0.21, 0.20, -0.06], [0.31, 0.07, -0.05], [0.32, 0.00, -0.06], [-0.05, -0.20, 0.24], [0.08, -0.16, -0.19], [-0.05, 0.29, 0.03], [0.16, 0.13, 0.11], [-0.22, -0.07, -0.07], [0.11, 0.06, -0.09], [0.15, 0.11, -0.03], [0.06, -0.01, 0.09], [-0.05, -0.06, 0.19], [0.18, 0.03, 0.09], [-0.10, -0.16, -0.25], [-0.14, 0.38, 0.04], [0.24, -0.09, 0.16], [0.14, 0.27, 0.18], [-0.10, 0.09, 0.07], [-0.19, -0.09, 0.02], [0.31, 0.30, -0.09], [0.39, -0.34, -0.03], [0.20, -0.11, -0.07], [0.07, -0.06, 0.17], [0.00, 0.06, 0.02], [-0.19, 0.01, -0.05], [-0.17, 0.07, 0.03], [0.04, -0.30, 0.00], [0.01, 0.16, 0.18], [-0.33, -0.30, -0.13], [0.09, 0.16, -0.20], [0.27, -0.02, -0.02], [-0.21, -0.09, 0.01], [0.01, 0.19, -0.07], [0.03, 0.14, -0.05], [0.02, 0.12, 0.01], [0.03, 0.02, 0.02], [-0.02, -0.05, -0.12], [0.08, -0.13, -0.04], [0.02, -0.17, -0.12], [0.22, -0.12, -0.02], [-0.04, -0.26, -0.06], [-0.03, -0.07, 0.14], [-0.05, 0.03, -0.26], [-0.09, -0.04, -0.04], [-0.05, 0.23, -0.06], [-0.06, -0.13, -0.06], [0.37, 0.13, 0.15], [0.04, -0.01, 0.02], [-0.19, 0.13, 0.02], [0.06, 0.06, -0.30], [-0.02, -0.03, -0.12], [-0.16, -0.30, 0.22], [0.04, 0.00, 0.19], [0.05, -0.15, 0.02], [-0.15, 0.16, 0.08], [-0.12, 0.01, -0.14], [-0.18, 0.47, -0.37], [0.00, 0.15, 0.01], [-0.02, 0.01, 0.00], [0.15, 0.08, 0.15], [0.03, 0.03, -0.03], [0.16, -0.53, -0.34], [0.07, -0.16, -0.05], [0.08, 0.10, 0.01], [0.27, 0.30, 0.44], [0.04, -0.03, -0.06]], "total_charge": -1, "de_lowest_kcal_mol": 7.2}



2.
{"formula": "C33H60N2O14", "method": "ωB97M-V/def2-TZVPD", "symbols": ["O", "C", "C", "H", "C", "H", "C", "H", "H", "H", "H", "H", "O", "C", "H", "C", "C", "H", "H", "O", "H", "H", "C", "C", "C", "N", "O", "H", "O", "H", "H", "C", "O", "C", "C", "H", "H", "O", "O", "H", "H", "C", "H", "O", "H", "H", "H", "H", "H", "C", "C", "H", "C", "O", "H", "H", "H", "C", "O", "H", "H", "O", "C", "H", "H", "H", "C", "C", "H", "C", "C", "H", "H", "H", "H", "C", "C", "C", "C", "H", "H", "C", "C", "H", "H", "H", "H", "H", "H", "H", "O", "H", "H", "N", "H", "H", "C", "H", "H", "H", "C", "H", "O", "H", "H", "C", "C", "H", "H"], "coordinates": [[-4.48069, -0.53143, -1.34925], [3.10856, -1.75139, -1.47635], [-3.80402, 2.17608, 0.47792], [0.41443, -6.30148, -1.44276], [3.21800, 13.08986, 4.07634], [-1.41671, 6.41127, 1.16612], [3.34332, 11.93858, 3.10788], [4.57629, -4.77608, -2.02081], [3.42823, -10.83128, -1.83659], [-4.21776, 1.77622, -0.44701], [-0.90186, 9.84307, -2.03428], [-8.63680, -2.35560, 2.01610], [6.21998, -3.64980, 0.33241], [-3.70758, 3.70226, 0.37528], [-4.72553, 4.09549, 0.39457], [5.62324, -4.62099, -1.75576], [0.42108, 9.26578, -0.44650], [-1.06295, 8.15182, -1.51310], [6.06087, -9.63208, 0.65381], [-0.44772, -1.37472, -1.75598], [-7.02024, -5.77926, 2.45900], [-6.74638, -1.62951, -3.12750], [5.38055, -5.86859, 0.47978], [1.45366, 10.36128, -0.53084], [-0.98682, 4.74246, -0.09437], [1.22710, -0.34071, -0.64631], [3.39100, -8.68251, -0.54185], [3.84530, -11.72736, -0.36068], [-0.96886, -0.26241, 0.12901], [5.37357, 11.34684, 3.46494], [2.20249, 10.10319, -1.28251], [1.41216, -6.05050, -1.07853], [0.21882, 8.65464, 0.57824], [-5.00525, -2.84854, -1.25335], [2.12572, -1.47384, -0.32498], [2.66035, -1.22400, 0.58605], [4.16951, 10.43486, 4.39409], [-0.37086, 3.75132, -0.37671], [-7.15426, -4.46769, 0.32826], [1.51464, -2.36139, -0.19088], [5.94919, -3.66820, -2.16495], [4.38267, 10.89143, 3.42637], [3.30035, -2.81963, -1.48974], [3.41496, -3.04740, -3.85263], [-2.65522, 3.26532, -1.48024], [1.87500, -1.93123, -4.50909], [-6.02820, -3.18204, -1.07467], [4.32493, -6.08553, 0.30807], [6.22051, -5.42306, -2.19343], [1.32567, -5.40024, 0.27403], [-0.35633, 8.95696, -1.70531], [4.90132, -8.53333, 1.43262], [-1.80676, 0.83407, -0.34518], [2.64431, 11.85862, 2.12524], [-5.22200, -2.00711, -3.95075], [0.97685, 11.30168, -0.81251], [-0.57068, 5.05175, 1.96873], [4.12833, -10.89529, -1.00720], [-2.07060, 5.14997, -0.82618], [-7.50827, -4.34640, 3.38792], [1.25879, -7.13013, 1.52901], [2.51478, -1.32358, -2.70525], [0.69503, -6.20756, 1.37899], [5.97736, -6.71313, 0.13151], [1.88740, -5.36989, -1.78356], [-0.33206, -6.46319, 1.11410], [-8.86283, -3.08583, 1.23756], [-0.12496, -0.69800, -0.82086], [5.54828, -5.72992, 1.54633], [5.78595, -4.61235, -0.25664], [-0.65936, 5.64420, 1.06054], [-5.62650, -0.32115, -3.56630], [2.96051, 12.71726, 5.06899], [4.77570, -10.28468, 1.69282], [4.37136, 10.12179, 2.65845], [4.10741, -9.60526, -0.22710], [-2.46176, 1.50472, 0.84485], [-5.69566, -1.34990, -3.22009], [2.16073, 1.60717, -0.10267], [-1.17538, 1.53018, -0.90004], [-1.80193, 2.25560, 1.27678], [-7.85901, -4.21225, 1.27738], [5.02310, -9.50807, 0.96742], [4.16387, 13.63013, 4.14012], [-2.56079, 0.43369, -1.01801], [-8.82515, -2.59680, 0.26697], [-3.17993, 4.12546, 1.22955], [2.43982, 13.76845, 3.73559], [-8.73948, -5.46640, 2.77651], [-4.52512, 1.94304, 1.26325], [1.74647, -4.27981, 0.47098], [-3.83240, 4.56560, -1.60317], [0.69501, -5.62987, 2.30049], [2.87889, 2.38149, -0.56486], [-4.47714, -2.80646, -0.30325], [2.00208, -6.96329, -0.99749], [-3.07231, 4.12894, -0.96069], [4.02081, -1.17845, -1.32216], [-9.86857, -3.47461, 1.40416], [0.30488, 6.10302, 0.85256], [2.61323, -2.15770, -3.73405], [-4.50416, -3.56209, -1.90957], [1.33727, 0.70877, 0.34514], [5.13060, -11.08048, -1.39651], [1.93891, 10.48703, 0.43293], [-5.00599, -1.48330, -1.88373], [-7.77556, -5.00370, 2.55906], [0.32621, 8.65159, -2.50007], [-2.65901, 0.71554, 1.57000]], "atomic_forces_ev_per_a": [[-0.20, -0.02, -0.03], [0.07, 0.63, 0.62], [0.19, 0.34, 0.57], [0.01, -0.10, 0.05], [-0.14, 0.05, -0.13], [0.08, 0.12, 0.09], [0.02, -0.02, 0.03], [0.03, -0.11, -0.07], [0.00, 0.01, 0.00], [0.02, -0.11, -0.03], [0.08, 0.02, -0.08], [-0.08, -0.04, 0.07], [-0.03, 0.01, 0.01], [-0.36, -0.28, -0.60], [0.03, 0.18, 0.17], [0.08, 0.18, 0.08], [-0.01, 0.01, -0.06], [0.01, 0.00, 0.00], [0.01, -0.12, 0.06], [0.19, -0.16, 0.09], [0.00, 0.00, -0.01], [0.02, -0.11, -0.04], [0.06, 0.17, 0.20], [0.01, -0.17, 0.22], [0.10, -0.07, -0.10], [0.03, 0.00, 0.35], [-0.05, -0.03, -0.01], [0.11, -0.03, 0.02], [0.31, 0.54, -0.15], [0.00, 0.00, 0.11], [-0.07, 0.09, -0.10], [0.12, 0.21, -0.04], [0.02, 0.05, 0.00], [0.11, 0.23, 0.11], [-0.34, 0.13, -1.00], [-0.02, -0.15, 0.11], [0.07, 0.06, 0.05], [-0.15, -0.14, 0.11], [-0.12, -0.07, 0.08], [0.07, 0.16, 0.23], [-0.02, 0.00, -0.01], [-0.08, -0.07, -0.17], [0.26, 0.00, -0.12], [-0.18, -0.10, 0.23], [0.13, 0.01, 0.00], [-0.06, 0.29, 0.06], [0.08, -0.09, -0.13], [0.04, -0.11, -0.12], [-0.10, -0.08, -0.01], [-0.07, 0.03, -0.09], [-0.09, -0.14, 0.14], [0.02, -0.01, 0.02], [-0.10, 0.15, -0.23], [0.04, 0.08, 0.06], [-0.08, -0.08, 0.01], [0.05, -0.01, -0.12], [0.01, -0.10, -0.02], [-0.15, 0.12, -0.11], [-0.21, 0.03, 0.62], [-0.11, 0.01, 0.03], [-0.07, -0.06, -0.08], [-0.40, -0.44, 0.00], [0.06, 0.16, 0.15], [-0.10, -0.04, -0.10], [-0.02, 0.00, 0.00], [0.03, -0.10, -0.04], [0.09, 0.01, -0.18], [-0.45, -0.08, -0.01], [0.01, 0.02, 0.00], [-0.01, 0.00, -0.01], [0.04, 0.07, -0.44], [0.01, 0.00, 0.00], [0.10, 0.01, 0.03], [0.11, -0.08, -0.04], [-0.01, 0.00, 0.00], [0.06, 0.00, 0.04], [-0.42, -0.23, -0.41], [0.06, 0.21, 0.02], [-0.02, 0.06, -0.57], [0.06, 0.05, 0.07], [0.17, -0.20, 0.19], [-0.01, 0.00, 0.03], [-0.13, 0.16, 0.01], [0.03, -0.05, 0.09], [0.06, -0.15, 0.07], [0.00, 0.00, 0.00], [0.10, 0.00, 0.01], [0.00, -0.01, -0.01], [-0.03, 0.08, 0.07], [-0.06, -0.04, -0.03], [0.09, -0.30, 0.10], [0.06, 0.04, -0.11], [0.00, 0.01, -0.01], [0.01, -0.06, 0.33], [0.02, -0.01, -0.01], [-0.09, -0.10, -0.06], [0.05, -0.02, -0.21], [0.17, -0.16, -0.15], [0.00, 0.03, 0.11], [0.02, 0.12, 0.16], [0.40, -0.16, -0.36], [-0.11, -0.04, -0.04], [0.13, -0.06, 0.34], [0.02, -0.07, 0.08], [-0.02, 0.03, -0.03], [0.09, -0.07, -0.02], [0.14, -0.09, -0.11], [0.00, 0.10, -0.05], [0.12, 0.05, 0.14]], "smiles": "CC(=O)OCCCCCOC(=O)N(CCOC=O)OC#N.CC(C)=O.CC(C)=O.CC(C)=O.CC(C)=O.CC(C)=O.CC(C)=O.CC(C)=O"}



| no. | energy (eV) | frontier orbital gap (eV) |
| --- | --- | --- |
| 1 | -72927.5486 | 5.7 |
| 2 | -66835.9183 | 9.7 |